Below is a 2-piece molecular cluster, C5H14NO2S2 overall in a non-equilibrium geometry, with properties calculated with ωB97M-V/def2-TZVPD.

Structure (XYZ):
```
24
C5H14NO2S2, DFT ωB97M-V/def2-TZVPD
C -0.648 -2.589 -1.459
C 0.347 2.313 -0.307
C 0.212 -1.690 -0.558
C 1.348 1.022 1.315
C 1.605 -0.432 1.665
N -0.238 -1.736 0.716
O 0.969 1.087 -0.027
O 0.380 -1.268 1.750
S -4.421 0.297 0.000
S -2.535 0.391 0.898
H -0.353 -2.148 -2.469
H -0.364 -3.701 -1.391
H -1.763 -2.412 -1.231
H 0.129 2.421 -1.307
H 1.084 3.183 -0.143
H -0.584 2.358 0.298
H -0.013 -0.656 -0.828
H 1.314 -1.756 -0.599
H 2.374 1.417 1.430
H 0.656 1.484 2.002
H 2.032 -0.750 2.627
H 2.232 -0.746 0.768
H -4.480 1.559 -0.107
H -2.783 -0.301 2.031
```

As for the charge: +1. The calculation puts the relative energy (zero: lowest compared OMol25 entry of this formula, charge and spin) at 359.26 kJ/mol. The value obtained for the orbital gap (alpha / beta) is 5.9 / 5.9 eV. Its calculated total energy is -32655.441 eV. For the HOMO energy (alpha / beta), the calculation gives -0.4523 / -0.4523 Eh.